(1)
Computed, not measured: C42H42BBrCdN4O2P2S2 as an isolated structure, with ωB97M-V with the def2-TZVPD basis set.

```
97
Properties=species:S:1:pos:R:3
Cd 0.356 0.991 -0.246
C -1.696 2.039 3.499
N -1.570 3.236 2.695
C -1.354 4.519 3.151
C -1.319 5.312 2.057
N -1.509 4.531 0.945
B -1.669 5.069 -0.501
N -0.461 4.642 -1.424
C -0.479 5.060 -2.738
C 0.728 4.815 -3.286
N 1.497 4.236 -2.300
C 2.887 3.849 -2.449
C 0.753 4.129 -1.167
S 1.349 3.403 0.279
C -1.664 3.266 1.346
S -1.986 1.885 0.381
H -1.763 2.322 4.547
H -0.831 1.391 3.355
H -2.587 1.489 3.206
H -1.251 4.748 4.196
H -1.166 6.373 1.977
H -1.643 6.274 -0.433
H -2.682 4.631 -0.980
H -1.362 5.501 -3.167
H 1.105 4.989 -4.278
H 3.405 4.606 -3.036
H 2.965 2.883 -2.942
H 3.336 3.784 -1.462
C -1.559 -3.914 0.066
C -2.638 -3.114 -0.671
P -2.786 -1.376 -0.030
C -3.793 -0.663 -1.390
C -3.141 -0.562 -2.622
C -3.750 0.057 -3.701
C -5.020 0.598 -3.561
C -5.664 0.530 -2.335
C -5.053 -0.087 -1.252
C -3.949 -1.693 1.354
C -3.480 -1.405 2.634
C -4.265 -1.661 3.752
C -5.537 -2.189 3.596
C -6.009 -2.491 2.325
C -5.216 -2.258 1.211
C -0.128 -3.668 -0.436
P 0.730 -2.019 -0.134
C 2.294 -2.540 -0.959
C 2.211 -2.747 -2.337
C 3.311 -3.178 -3.059
C 4.523 -3.390 -2.415
C 4.626 -3.148 -1.055
C 3.521 -2.720 -0.330
C 1.047 -2.227 1.667
C 1.641 -3.371 2.199
C 1.881 -3.477 3.562
C 1.515 -2.447 4.416
C 0.897 -1.317 3.903
C 0.667 -1.211 2.541
H -1.763 -4.977 -0.078
H -1.620 -3.718 1.143
H -3.612 -3.590 -0.552
H -2.407 -3.082 -1.738
H -2.139 -0.966 -2.734
H -3.231 0.127 -4.649
H -5.500 1.085 -4.400
H -6.645 0.973 -2.215
H -5.547 -0.091 -0.290
H -2.486 -0.987 2.748
H -3.883 -1.447 4.743
H -6.160 -2.373 4.462
H -6.998 -2.915 2.202
H -5.583 -2.523 0.227
H -0.115 -3.824 -1.517
H 0.530 -4.415 0.007
H 1.274 -2.564 -2.853
H 3.229 -3.333 -4.128
H 5.384 -3.730 -2.976
H 5.575 -3.286 -0.549
H 3.624 -2.513 0.726
H 1.939 -4.182 1.548
H 2.359 -4.367 3.953
H 1.709 -2.529 5.478
H 0.606 -0.513 4.569
H 0.198 -0.317 2.144
Br 4.227 0.470 -3.851
C 5.053 0.541 -2.145
C 6.442 0.556 -2.165
C 7.157 0.576 -0.981
C 6.488 0.581 0.232
C 5.106 0.571 0.248
C 4.357 0.550 -0.929
C 2.858 0.537 -0.752
O 2.093 0.773 -1.721
O 2.425 0.308 0.415
H 6.952 0.548 -3.118
H 8.240 0.587 -1.014
H 7.041 0.593 1.163
H 4.560 0.581 1.181
```

The calculation puts the HOMO-LUMO gap at 7.861 eV. For the lowest unoccupied orbital energy, the calculation gives 0.504 eV. The energy relative to the best compared isomer or geometry (same formula, charge and spin) comes out at 5.0 kJ/mol. The total energy is -6241.0268 a.u.

(2)
Computed, not measured: one molecule with the formula C5H9NS, with ωB97M-V with the def2-TZVPD basis set.

```
16
Properties=species:S:1:pos:R:3
C 0.413 -1.824 -0.202
C -0.491 -1.238 0.714
C 1.105 0.723 0.205
C -1.476 0.540 -0.758
C -1.320 -0.219 0.509
N 1.813 1.899 0.288
S 1.974 -0.612 -0.357
H 0.728 -2.771 0.276
H -0.102 -1.894 -1.172
H -0.566 -1.664 1.714
H -0.844 -0.129 -1.440
H -0.862 1.478 -0.796
H -2.502 0.774 -0.913
H -2.060 0.110 1.278
H 1.347 2.764 0.332
H 2.843 2.063 0.324
```

The calculation puts the HOMO-LUMO gap at 8.442 eV. For the lowest unoccupied orbital energy, the calculation gives 0.707 eV. The energy relative to the best compared isomer or geometry (same formula, charge and spin) comes out at 341.9 kJ/mol. The total energy is -648.7229 a.u.

(3)
Computed, not measured: C3H9CsNO2PS as an isolated structure, with ωB97M-V with the def2-TZVPD basis set.

```
18
Properties=species:S:1:pos:R:3
C 3.493 -0.225 0.066
C 2.157 0.565 0.250
S 0.885 -0.331 -0.682
C -0.825 0.264 -0.275
N -1.816 -0.778 -0.484
P -3.267 -0.093 -0.743
O -3.249 1.132 0.405
O -4.230 -1.188 0.039
H 3.390 -0.840 -0.815
H 4.275 0.500 -0.096
H 3.752 -0.803 0.940
H 2.349 1.562 -0.114
H 1.935 0.612 1.305
H -0.818 0.572 0.764
H -1.026 1.118 -0.916
H -3.801 1.865 0.079
H -3.966 -1.160 0.975
Cs 0.762 -2.773 -0.697
```

The calculation puts the HOMO-LUMO gap at 5.714 eV. For the lowest unoccupied orbital energy, the calculation gives -0.501 eV. The total energy is -1084.5383 a.u.

- Number 3 is which compound?
  C3H9CsNO2PS

- HOMO-LUMO gap of number 3 (C3H9CsNO2PS)?
  5.714 eV